Here is a molecular structure, C29H53N2O2P2Pb in a non-equilibrium geometry from the Open Molecules 2025 dataset. Energies are from the ωB97M-V functional and the def2-TZVPD basis.

Element x y z (Å)
1 C -2.2015 1.3759 -1.0982
2 C -1.9642 -0.9322 -0.7371
3 C -3.3229 1.1982 -1.9049
4 C -3.1881 -1.1413 -1.4359
5 C -3.8676 -0.0868 -2.0113
6 H -3.7273 2.0608 -2.4382
7 H -3.5436 -2.1665 -1.5169
8 H -4.7971 -0.2389 -2.5604
9 N -1.6361 0.3708 -0.4071
10 P -0.6483 3.0251 0.5160
11 P 0.2004 -2.6942 0.3993
12 C -1.5463 2.7560 -1.0531
13 H -0.8534 2.8723 -1.9053
14 H -2.3117 3.5293 -1.2034
15 C -1.1373 -2.0811 -0.5590
16 H -1.7229 -2.9746 -0.8560
17 C 0.7662 -4.0511 -0.9058
18 C -0.2859 -3.5523 2.1078
19 C 0.9411 4.0018 0.1686
20 C -1.9728 3.8403 1.5780
21 C 2.2902 -3.9198 -0.9224
22 H 2.7412 -4.2252 0.0314
23 H 2.7066 -4.5596 -1.7167
24 H 2.5695 -2.8781 -1.1218
25 C 0.3545 -5.4863 -0.5768
26 H 0.7359 -5.8446 0.3865
27 H -0.7358 -5.6173 -0.6163
28 H 0.7833 -6.1421 -1.3543
29 C 0.2211 -3.7384 -2.3081
30 H 0.7989 -4.3020 -3.0603
31 H -0.8270 -4.0432 -2.4314
32 H 0.3101 -2.6702 -2.5356
33 C 0.9721 -4.2742 2.6150
34 H 1.8018 -3.5700 2.7723
35 H 0.7479 -4.7477 3.5818
36 H 1.3290 -5.0636 1.9434
37 C -0.6949 -2.4914 3.1374
38 H 0.0929 -1.7507 3.3329
39 H -1.6236 -1.9774 2.8573
40 H -0.8946 -3.0027 4.0937
41 C -1.4730 -4.4869 1.9072
42 H -1.2600 -5.3268 1.2413
43 H -1.7483 -4.9148 2.8834
44 H -2.3468 -3.9462 1.5187
45 C -1.3669 4.1362 2.9638
46 H -2.0952 4.7312 3.5360
47 H -1.1725 3.2065 3.5204
48 H -0.4323 4.7107 2.8966
49 C -3.1505 2.8517 1.7374
50 H -3.5747 2.5541 0.7677
51 H -2.8597 1.9518 2.3018
52 H -3.9435 3.3630 2.3071
53 C -2.5063 5.1250 0.9274
54 H -3.2985 5.5295 1.5759
55 H -1.7378 5.8976 0.8253
56 H -2.9541 4.9443 -0.0576
57 C 1.4244 3.6993 -1.2598
58 H 0.7712 4.1437 -2.0241
59 H 2.4323 4.1238 -1.4008
60 H 1.4914 2.6170 -1.4366
61 C 2.0206 3.5414 1.1753
62 H 2.2580 2.4672 1.0749
63 H 2.9461 4.1042 0.9753
64 H 1.7195 3.7363 2.2156
65 C 0.7057 5.5090 0.3158
66 H -0.0348 5.8782 -0.4066
67 H 0.3995 5.7825 1.3343
68 H 1.6566 6.0264 0.1098
69 Pb 0.1000 0.5728 1.3668
70 C -1.3779 0.8222 3.8535
71 O -1.7687 0.5070 4.8785
72 N 1.0705 -0.2656 -0.6300
73 C 1.3171 -0.8128 -1.6560
74 C 2.3052 -0.6362 -2.8461
75 C 2.0009 -1.5869 -3.9985
76 C 2.1719 0.8039 -3.3367
77 C 3.7190 -0.8875 -2.3100
78 H 2.1192 -2.6346 -3.6902
79 H 0.9859 -1.4189 -4.3815
80 H 2.7062 -1.4176 -4.8252
81 H 2.5563 1.4966 -2.5795
82 H 2.7358 0.9629 -4.2697
83 H 1.1162 1.0384 -3.5326
84 H 4.4730 -0.6768 -3.0838
85 H 3.9114 -0.2502 -1.4330
86 H 3.8436 -1.9319 -2.0025
87 O 2.1083 -0.1252 3.3162
88 H 2.9799 -0.5238 3.1178
89 H 2.1957 0.2017 4.2318

Output
**LUMO energy (spin up / spin down)**: -11.16 / -10.67 eV
**Highest occupied orbital energy (spin up / spin down)**: -16.89 / -17.14 eV
**Gap between HOMO and LUMO (spin up / spin down)**: 5.73 / 6.47 eV
**Total charge**: +3
**2S+1**: 1

These are the Löwdin partial charges, in e, on atoms 1 to 5:
1. C -0.3104
2. C -0.3007
3. C 0.0344
4. C 0.0308
5. C 0.0182